Entry 1:
The following is a quantum chemistry calculation of 2 unconnected molecules or ions with the total composition C6H12O4 in a non-equilibrium geometry, from OMol25.

Properties
* LUMO level: 0.0282 hartree
* HOMO level: -10.082 eV
* structure (SMILES): COC(C)=O.COC(C)=O
* Kohn-Sham gap: 10.85 eV
* charge: 0
* energy relative to the best compared isomer or geometry (same formula, charge and spin): 119.8 kJ/mol

```
22
C6H12O4 | OMol25 | ωB97M-V/def2-TZVPD
O -1.167 -1.853 -1.408
O -2.081 -1.629 0.644
C -2.063 -1.961 -0.640
C -1.029 -0.897 1.312
C -3.347 -2.736 -0.977
H -0.955 0.179 1.082
H -0.077 -1.382 1.039
H -1.186 -1.015 2.397
H -4.247 -2.699 -0.341
H -2.916 -3.750 -0.919
H -3.645 -2.539 -2.020
O 1.684 1.283 1.455
O 1.981 2.359 -0.618
C 2.238 1.500 0.361
C 0.867 3.267 -0.379
C 3.316 0.483 0.066
H 0.949 3.635 0.658
H -0.137 2.831 -0.519
H 0.978 4.122 -1.066
H 4.099 1.112 -0.390
H 2.992 -0.268 -0.673
H 3.748 -0.042 0.935
```

=====

Entry 2:
The following is a quantum chemistry calculation of C19H32N4O3S in the gas phase in a non-equilibrium geometry, from OMol25.

Properties
* LUMO level: 0.0206 hartree
* HOMO level: -9.053 eV
* structure (SMILES): Cc1nn(C)c(C)c1S(=O)(=O)N1CCC(C(=O)NC2CCCCCC2)CC1
* Kohn-Sham gap: 9.61 eV
* charge: 0
* energy relative to the best compared isomer or geometry (same formula, charge and spin): 0.0 kJ/mol

```
59
C19H32N4O3S | OMol25 | ωB97M-V/def2-TZVPD
C -2.122 -2.198 -1.397
C -3.307 -1.604 -0.729
N -4.541 -1.998 -0.984
N -5.353 -1.255 -0.227
C -4.673 -0.373 0.530
C -3.333 -0.569 0.232
S -2.017 0.357 0.938
O -0.760 -0.299 0.658
O -2.302 0.624 2.319
N -2.199 1.826 0.130
C -1.483 2.913 0.771
C 0.025 2.730 0.632
H 0.547 3.594 1.047
H 0.303 1.854 1.219
C 0.441 2.547 -0.836
C -0.456 1.565 -1.608
C -1.937 1.772 -1.292
H -2.297 2.712 -1.722
H -2.530 0.953 -1.705
H -0.197 0.540 -1.347
H -0.288 1.693 -2.679
C 1.892 2.054 -0.896
O 2.779 2.695 -1.423
N 2.075 0.856 -0.314
H 1.290 0.373 0.103
C 3.356 0.180 -0.248
C 3.802 0.071 1.214
H 3.632 1.048 1.673
C 5.283 -0.286 1.351
C 5.578 -1.787 1.397
C 4.735 -2.650 0.454
C 4.486 -2.035 -0.924
C 3.230 -1.165 -0.967
H 2.972 -0.960 -2.009
H 2.398 -1.719 -0.524
H 5.353 -1.456 -1.242
H 4.350 -2.844 -1.646
H 5.248 -3.607 0.334
H 3.770 -2.865 0.917
H 6.636 -1.929 1.163
H 5.423 -2.153 2.415
H 5.676 0.158 2.267
H 5.824 0.172 0.521
H 3.181 -0.655 1.742
H 4.060 0.824 -0.787
H 0.405 3.523 -1.332
H -1.816 3.848 0.311
H -1.774 2.906 1.822
C -5.311 0.581 1.464
H -5.797 1.388 0.916
H -6.061 0.081 2.075
H -4.542 1.000 2.107
C -6.772 -1.457 -0.278
H -7.149 -1.790 0.690
H -7.281 -0.534 -0.561
H -6.965 -2.224 -1.025
H -2.286 -3.259 -1.565
H -1.958 -1.724 -2.365
H -1.243 -2.044 -0.779
```

=====

Entry 3:
The following is a quantum chemistry calculation of a molecular structure, C35H37FN5O5PdTe, from OMol25.

Properties
* LUMO level (alpha / beta): -0.0057 / -0.0063 hartree
* HOMO level (alpha / beta): -7.859 / -7.923 eV
* Kohn-Sham gap (alpha / beta): 7.70 / 7.75 eV
* charge: 0
* 2S+1: 2

```
85
C35H37FN5O5PdTe | OMol25 | ωB97M-V/def2-TZVPD
Pd 0.569 -0.129 1.698
N 0.313 0.697 4.343
C 1.557 0.414 4.886
C 1.770 0.349 6.244
C 3.036 0.067 6.784
C 4.117 -0.118 5.974
C 3.946 -0.071 4.571
C 5.028 -0.234 3.680
C 4.813 -0.195 2.335
C 3.497 -0.042 1.870
N 2.463 0.105 2.667
C 2.661 0.145 4.017
H 0.319 1.407 3.608
H -0.393 0.879 5.039
H 0.940 0.547 6.914
H 3.150 0.030 7.860
H 5.104 -0.299 6.380
H 6.022 -0.384 4.084
H 5.621 -0.300 1.625
H 3.282 -0.067 0.808
C -2.540 -1.204 2.799
C -2.413 -1.015 1.319
O -3.421 -0.878 0.591
N -1.179 -0.969 0.783
Te -1.468 -0.310 -1.064
C -1.908 -1.948 -2.356
C -2.362 -3.220 -2.025
C -2.478 -3.759 -0.623
C -2.676 -4.106 -3.056
C -2.554 -3.772 -4.391
C -2.901 -4.746 -5.481
C -2.109 -2.488 -4.698
C -1.792 -1.566 -3.712
C -1.379 -0.185 -4.169
C 0.637 -0.426 -1.449
C 1.347 -1.628 -1.271
C 0.724 -2.944 -0.886
C 2.726 -1.618 -1.467
C 3.419 -0.473 -1.831
C 4.912 -0.492 -2.019
C 2.698 0.698 -2.001
C 1.321 0.744 -1.813
C 0.648 2.072 -2.049
H -3.421 -1.805 3.018
H -2.681 -0.220 3.248
H -1.646 -1.651 3.226
H -2.253 -3.024 0.132
H -1.804 -4.611 -0.507
H -3.494 -4.113 -0.442
H -3.018 -5.100 -2.784
H -3.215 -5.704 -5.070
H -2.045 -4.921 -6.136
H -3.713 -4.362 -6.102
H -2.025 -2.188 -5.737
H -1.554 -0.089 -5.239
H -0.320 0.011 -3.987
H -1.955 0.610 -3.689
H -0.116 -2.820 -0.209
H 1.466 -3.564 -0.384
H 0.379 -3.483 -1.772
H 3.273 -2.544 -1.323
H 5.291 -1.512 -2.074
H 5.415 0.008 -1.187
H 5.200 0.030 -2.931
H 3.211 1.607 -2.297
H 0.989 2.504 -2.991
H 0.907 2.760 -1.243
H -0.436 2.004 -2.079
F -3.012 4.225 -2.917
C -3.009 4.495 -1.602
C -1.903 4.340 -0.873
N -1.855 4.617 0.472
C -0.666 4.254 1.231
C -0.386 2.741 1.259
O 0.550 2.405 2.029
O -1.086 1.992 0.555
C -2.978 5.041 1.153
O -3.005 5.254 2.348
N -4.095 5.219 0.355
C -4.248 4.968 -1.007
O -5.298 5.148 -1.579
H -0.980 4.006 -1.317
H -0.818 4.591 2.252
H 0.206 4.779 0.837
H -4.919 5.535 0.844
```

=====

Entry 4:
The following is a quantum chemistry calculation of 8 unconnected molecules or ions with the total composition C7H32N15O7 in a non-equilibrium geometry, from OMol25.

Properties
* LUMO level: -0.0758 hartree
* HOMO level: -11.065 eV
* Kohn-Sham gap: 9.00 eV
* charge: +1
* energy relative to the best compared isomer or geometry (same formula, charge and spin): 352.5 kJ/mol

```
61
C7H32N15O7 | OMol25 | ωB97M-V/def2-TZVPD
N -0.419 0.721 -0.530
H -0.513 0.702 -1.536
H 0.120 1.545 -0.305
H 0.025 -0.062 -0.072
H -1.324 0.645 -0.088
C 2.554 -1.070 0.378
O 1.592 -0.483 0.782
N 3.015 -2.251 0.803
N 3.277 -0.482 -0.504
H 3.926 -2.633 0.593
H 2.404 -2.815 1.376
H 3.929 -1.112 -0.948
H 2.921 0.360 -0.935
C -2.185 3.639 1.524
O -2.069 3.163 2.602
N -1.874 4.875 1.215
N -2.467 2.971 0.474
H -2.234 5.238 0.344
H -2.050 5.402 2.058
H -2.337 3.445 -0.408
H -2.814 2.023 0.521
C 1.736 4.007 -0.249
O 1.594 2.804 -0.417
N 1.047 4.816 0.574
N 2.575 4.675 -0.958
H 0.111 4.493 0.774
H 1.321 5.784 0.674
H 3.035 5.486 -0.570
H 2.982 4.077 -1.663
C -3.376 -1.144 0.907
O -2.335 -0.561 0.867
N -4.531 -0.659 1.171
N -3.343 -2.372 0.686
H -5.233 -1.098 1.748
H -4.530 0.351 1.207
H -2.519 -2.826 0.319
H -4.181 -2.877 0.437
C 0.355 -2.453 3.689
O -0.296 -3.393 4.192
N 1.556 -2.089 4.107
N 0.023 -1.970 2.550
H 2.065 -2.579 4.828
H 2.101 -1.355 3.677
H 0.650 -1.296 2.135
H -0.823 -2.315 2.119
C 1.572 0.200 -3.397
O 0.628 0.915 -3.138
N 1.356 -1.082 -3.334
N 2.824 0.498 -3.407
H 2.077 -1.769 -3.502
H 0.400 -1.328 -3.119
H 3.356 -0.108 -4.015
H 2.976 1.496 -3.374
C -1.173 -3.249 -1.775
O -1.028 -2.131 -2.241
N -1.927 -4.248 -2.214
N -0.408 -3.658 -0.751
H -2.312 -4.035 -3.123
H -1.612 -5.193 -2.044
H -0.556 -4.544 -0.289
H 0.364 -3.093 -0.428
```

=====

What is the charge in the second record?
0

=====

Look up the charge of the first one.
0